Density functional theory data (ωB97M-V/def2-TZVPD) for a molecular structure, C12H30N2O5V at a distorted geometry.

2S+1 = 5
HOMO (alpha / beta) = -10.7 / -11.6 eV
Kohn-Sham gap (alpha / beta) = 8.652 / 6.128 eV
⟨S²⟩ = 6.01
net charge = +1

Each line ends with the Mulliken spin population.
Positions of all 50 atoms, in Å:
N: -1.5405 0.4957 -0.6140  -0.02
H: 2.4689 -2.6480 1.7531  0.00
H: -1.1428 2.5609 -2.2198  0.00
H: -2.8387 -3.1083 2.6966  -0.01
H: -0.1874 -0.2060 3.7937  -0.01
H: 3.1863 0.1096 1.0849  0.00
H: -1.7793 -4.3258 0.6117  -0.01
C: 1.0368 1.1810 2.8482  0.01
O: -2.0680 -1.2158 2.1626  0.47
C: 0.3995 2.4664 1.0200  0.01
H: 2.5667 0.7892 -1.2219  0.00
H: 0.1275 3.2799 1.6927  0.00
H: 2.0916 1.4368 2.7477  0.00
H: 1.4835 -0.3599 4.3558  0.00
H: 0.3170 1.6484 -2.2974  0.00
H: 1.3691 2.6620 0.5620  0.00
H: 1.2884 -0.1537 -2.0130  -0.01
H: -3.3172 0.4138 -3.4397  0.00
O: -0.4617 -2.9212 0.1480  0.28
H: 3.7501 -1.2651 0.3898  0.00
C: -1.5489 0.3985 -2.0847  0.03
H: 3.2263 -1.4848 2.8339  0.00
C: 0.0931 2.3195 -4.7029  0.00
C: 0.8547 -0.2293 3.4750  0.00
H: -2.4377 0.1050 -0.3641  0.01
H: -3.4820 1.4103 -2.0886  0.00
H: -3.7150 -0.2570 -1.9059  0.00
O: -0.8031 1.5604 -3.9826  0.00
H: 2.8113 -0.8330 -1.9006  0.00
N: 1.0967 -1.2926 2.4981  0.04
O: 1.7039 -0.8385 -0.1083  0.00
C: -1.3342 -3.4661 1.1127  0.11
H: -3.2931 -2.4373 1.1456  0.04
C: -2.4640 -2.5392 1.8458  0.09
H: -1.7015 1.4764 -0.4338  0.01
H: -0.2319 2.5768 0.1384  -0.01
C: 2.8239 -0.8837 0.8197  0.00
C: -0.7362 1.6143 -2.5758  0.00
H: 1.1216 2.0827 -4.4303  0.00
H: 0.6715 1.9136 3.5679  0.00
O: 0.3694 1.1787 1.6394  -0.02
H: -0.8068 -3.8957 1.9644  0.02
H: -1.0457 -0.5228 -2.3780  0.02
C: 2.1318 -0.2050 -1.3244  0.03
H: 0.0691 3.3796 -4.4505  0.00
H: -0.0930 2.1941 -5.7695  0.00
H: 0.8525 -2.1782 2.9177  0.01
C: -3.0450 0.4568 -2.3851  0.01
V: -0.2797 -0.8326 0.7781  2.89
C: 2.4422 -1.6108 2.0872  0.01

Density functional theory data (ωB97M-V/def2-TZVPD) for 3 unconnected molecules or ions with the total composition C12H31BFN2O5Si at a distorted geometry.

2S+1 = 1
HOMO = -4.8 eV
Kohn-Sham gap = 6.760 eV
net charge = -1

Each line ends with the Löwdin charge.
Positions of all 53 atoms, in Å:
H: 1.3774 -0.5454 -2.2411  0.09
C: 2.5316 -2.8428 -0.3605  -0.13
C: -0.0693 1.7936 -1.6085  -0.30
H: -4.7594 -3.6314 -1.7514  0.10
H: 1.3769 2.4801 3.2743  0.10
H: 1.6757 2.4715 -2.7863  0.08
C: -5.4052 -2.9631 -2.3123  0.04
O: 0.7324 0.1819 5.3805  0.05
B: 2.5248 1.0597 -1.1518  -0.61
O: -0.5484 1.6087 4.3999  0.05
H: 1.5626 -2.6585 0.1486  0.05
H: -2.4664 -1.2165 -1.6287  0.01
C: -1.6363 -1.1560 -0.8943  -0.17
H: -0.6885 -1.3523 -1.4351  0.02
H: -1.4169 1.0514 2.3917  0.01
H: 3.9972 -1.2993 -0.8812  0.07
H: -6.4354 -3.3097 -2.2910  0.10
C: -1.8022 0.1402 1.8738  -0.16
H: 1.5829 3.1321 -1.1247  0.08
H: 3.8018 -0.3238 1.1984  0.10
C: 1.7084 1.6673 3.9123  0.04
H: 3.1660 -2.0425 -2.2727  0.09
C: 1.9208 -0.4643 -1.2623  -0.19
H: -3.6273 2.1971 0.1860  0.03
H: 2.3868 -3.7453 -1.0052  0.05
H: -3.4851 1.5862 -1.5617  0.04
H: -0.3737 0.9798 -2.3056  0.10
H: -2.8358 -0.1479 2.1487  0.03
N: 0.5306 1.1077 4.6234  -0.45
O: -4.6762 -1.4924 -0.6927  0.04
C: 2.9073 1.5008 0.3973  -0.16
C: 4.1191 0.7323 1.0177  -0.25
C: -3.3882 1.3390 -0.4766  -0.18
C: 1.4500 2.1906 -1.7226  -0.16
H: 2.1450 0.8669 3.3201  0.09
H: 2.4057 2.0244 4.6665  0.10
O: -0.3741 1.5367 -0.2259  -0.24
H: 3.2731 -3.1344 0.4155  0.05
Si: -1.7325 0.5301 -0.0109  0.46
H: -1.7885 -1.9629 -0.1449  0.03
H: 1.2466 -0.6323 -0.3902  0.07
H: -0.6544 2.7060 -1.9161  0.10
H: 2.0575 1.3881 1.1153  0.07
H: 3.5223 1.1485 -1.8217  0.08
F: 5.2105 0.7319 0.1259  -0.10
C: 3.0012 -1.6110 -1.2549  -0.26
H: -5.0499 -2.8476 -3.3333  0.10
H: 3.1857 2.5885 0.3763  0.09
H: -1.0834 -0.6939 2.0545  0.03
O: -6.0446 -0.7556 -2.1847  0.07
N: -5.3717 -1.6240 -1.6736  -0.44
H: -4.1701 0.5752 -0.2919  0.00
H: 4.4838 1.1365 1.9875  0.09

Density functional theory data (ωB97M-V/def2-TZVPD) for 7 unconnected molecules or ions with the total composition C12H31BN7O18P at a distorted geometry.

2S+1 = 1
HOMO = -8.6 eV
Kohn-Sham gap = 8.153 eV
net charge = 0

Each line ends with the Löwdin charge.
Positions of all 70 atoms, in Å:
O: -2.4711 1.1073 4.1845  0.02
H: 0.6939 1.6280 -1.3379  0.16
H: 0.0098 -0.7431 1.3956  0.11
C: 0.6033 -1.5010 -0.4789  -0.14
N: -4.4516 6.3336 -0.4843  -0.42
O: -0.8829 -4.4464 -4.1486  0.06
H: 2.4083 -8.5390 1.5487  0.10
O: -1.7981 1.4255 -1.9372  -0.10
O: -4.3779 7.5418 -0.2314  0.04
H: 6.0219 5.0137 -0.5727  0.10
H: 0.3235 -6.6644 -1.2866  0.06
H: 0.7620 -6.0210 -2.9056  0.07
H: 0.9797 -2.0701 -4.1636  0.11
H: 1.6131 -1.8839 0.0293  0.11
C: 0.0048 2.3895 -0.7351  -0.14
H: -4.0754 0.5945 -0.4586  0.07
O: 3.2612 -5.8230 0.5424  0.07
H: 1.9922 -7.3362 2.8263  0.10
H: -4.4912 2.2079 5.4100  0.11
H: -4.1922 4.8293 -1.9428  0.08
H: -2.1045 -0.1042 0.9587  0.12
H: 2.8098 2.0384 -0.2082  0.09
C: -1.3965 1.5729 -0.4988  -0.42
N: -2.7629 1.0253 5.3834  -0.41
N: -0.3437 -3.5480 -3.4921  -0.40
H: -3.7341 1.9439 7.0176  0.10
O: 2.6353 -7.5294 -3.0255  0.05
C: -0.9729 2.3204 -2.8144  -0.21
O: -4.8044 5.4474 0.3026  0.03
H: -3.0429 6.2073 -2.0290  0.10
H: 7.2232 4.4204 0.6238  0.10
O: -4.3435 1.5681 -0.3056  -0.32
C: -4.0810 5.9127 -1.8624  0.03
H: -1.7601 -0.7389 -0.7835  0.14
H: 2.1383 1.1420 1.3393  0.08
N: 5.1960 4.1259 1.1349  -0.40
C: -3.5502 2.1480 5.9606  0.05
H: -0.1322 -2.3886 -0.6840  0.07
H: 3.0668 2.8808 1.4586  0.04
O: -0.4535 3.2963 -1.7991  -0.05
H: 0.9102 -1.0083 -1.5040  0.09
P: -2.9131 2.4556 0.2566  1.01
H: -4.7545 6.4219 -2.5547  0.10
H: -0.4562 -2.3284 -5.2118  0.10
N: 0.0581 -0.4051 0.4096  -0.14
O: -2.9800 2.3231 1.9920  -0.35
B: 0.8614 2.9663 0.5429  -0.29
H: -0.6417 -1.4802 -3.6391  0.10
N: 2.3289 -6.5436 0.9171  -0.40
C: 6.2673 4.9306 0.4880  0.04
C: -0.0964 -2.2540 -4.1834  0.05
H: 6.2808 5.9099 0.9706  0.10
C: 2.6290 -7.5547 1.9666  0.05
O: 0.0105 -3.6253 -2.3098  0.01
O: 1.1658 -6.5021 0.4992  0.02
O: 1.4886 -8.9424 -1.7837  0.03
H: -3.2805 1.3878 2.2693  0.05
H: 1.2514 4.7775 1.2662  0.12
H: -2.9611 3.0595 5.8407  0.11
O: 0.5003 4.1027 1.4117  0.03
O: -0.7202 2.2427 -4.1244  0.04
N: 1.6339 -7.8725 -2.3865  -0.42
C: 2.3169 2.2025 0.8666  -0.05
H: 3.6838 -7.4789 2.2389  0.10
O: -2.4601 0.0973 6.1424  0.06
O: 5.5348 3.0738 1.6890  0.07
C: 0.4971 -6.9139 -2.3353  0.03
H: -0.3712 -7.4087 -2.7750  0.11
C: -1.3491 0.0102 0.0416  -0.16
O: 4.0451 4.5733 1.0681  0.02